{
  "formula": "C28H55As2NReSi4",
  "method": "wB97M-V/def2-TZVPD",
  "multiplicity": 2,
  "total_charge": 2,
  "lumo_energy_ev": [-7.0, -6.8],
  "homo_energy_ev": [-13.40, -13.72],
  "relative_energy_kcal_mol": 0.0,
  "elements": ["Re", "C", "N", "C", "C", "C", "C", "C", "C", "C", "C", "H", "H", "H", "H", "H", "H", "H", "H", "H", "H", "H", "H", "C", "As", "C", "C", "C", "C", "C", "C", "C", "As", "C", "C", "H", "H", "H", "H", "H", "H", "H", "H", "H", "H", "H", "H", "H", "H", "H", "H", "C", "Si", "C", "C", "Si", "Si", "C", "C", "C", "Si", "C", "C", "C", "H", "H", "H", "H", "H", "H", "H", "H", "H", "H", "H", "H", "H", "H", "H", "H", "H", "H", "H", "H", "H", "H", "H", "H", "H", "H", "H"],
  "xyz": [[0.160, -0.034, 0.243], [-0.677, -3.008, 0.808], [-1.149, -1.630, 1.059], [-1.310, -1.468, 2.527], [-2.482, -1.438, 0.433], [-2.754, 0.027, 0.326], [-4.051, 0.497, 0.183], [-4.278, 1.855, 0.027], [-3.209, 2.747, 0.008], [-1.919, 2.275, 0.143], [-1.643, 0.901, 0.300], [-1.421, -3.730, 1.158], [0.253, -3.172, 1.345], [-0.507, -3.150, -0.255], [-2.077, -2.157, 2.888], [-1.608, -0.449, 2.768], [-0.375, -1.710, 3.023], [-3.252, -1.967, 1.003], [-2.443, -1.877, -0.562], [-4.885, -0.194, 0.195], [-5.290, 2.223, -0.077], [-3.390, 3.806, -0.114], [-1.116, 2.998, 0.120], [1.562, 3.698, -0.993], [1.439, 2.175, 0.198], [0.853, 3.132, 1.810], [3.279, 1.779, 0.669], [4.354, 2.555, 0.253], [5.637, 2.254, 0.692], [5.847, 1.195, 1.564], [4.778, 0.417, 1.983], [3.497, 0.699, 1.523], [1.968, -0.373, 2.030], [1.599, 0.262, 3.828], [2.666, -2.144, 2.381], [2.139, 4.466, -0.479], [0.558, 4.076, -1.177], [2.029, 3.443, -1.938], [1.732, 3.448, 2.370], [0.210, 2.515, 2.433], [0.291, 4.014, 1.508], [4.207, 3.394, -0.416], [6.472, 2.854, 0.358], [6.845, 0.971, 1.914], [4.960, -0.412, 2.655], [2.458, -0.008, 4.441], [0.702, -0.187, 4.243], [1.500, 1.344, 3.818], [3.521, -2.063, 3.049], [2.968, -2.628, 1.456], [1.899, -2.738, 2.877], [2.739, 1.370, -3.243], [0.958, 0.844, -3.536], [-0.312, 2.199, -3.271], [0.827, 0.325, -5.327], [0.472, -0.941, -2.018], [2.481, -2.298, -1.894], [3.992, -1.496, -1.145], [2.848, -2.535, -3.713], [2.131, -3.971, -1.128], [-1.285, -2.243, -3.066], [-0.614, -2.837, -4.708], [-2.675, -1.017, -3.325], [-1.898, -3.822, -2.250], [2.946, 2.332, -3.719], [3.402, 0.641, -3.715], [3.032, 1.431, -2.193], [0.002, 3.125, -3.760], [-0.526, 2.407, -2.224], [-1.252, 1.892, -3.734], [1.117, 1.188, -5.934], [-0.192, 0.059, -5.612], [1.491, -0.497, -5.593], [4.253, -0.588, -1.691], [4.826, -2.196, -1.255], [3.921, -1.234, -0.093], [3.096, -1.593, -4.204], [2.038, -3.007, -4.264], [3.726, -3.184, -3.790], [1.943, -3.948, -0.055], [3.002, -4.611, -1.296], [1.280, -4.455, -1.610], [-0.005, -2.121, -5.252], [-1.475, -3.083, -5.336], [-0.040, -3.756, -4.579], [-2.371, -0.247, -4.037], [-2.987, -0.511, -2.409], [-3.545, -1.525, -3.748], [-1.080, -4.506, -2.015], [-2.501, -4.315, -3.019], [-2.531, -3.727, -1.370]],
  "atomic_forces_ev_per_a": [[0.1, 0.0, 0.0], [0.0, 0.0, 0.0], [0.0, 0.0, 0.0], [0.0, 0.0, 0.0], [0.0, 0.0, 0.0], [0.0, 0.0, 0.0], [0.0, 0.0, 0.0], [0.0, 0.0, 0.0], [0.0, 0.0, 0.0], [0.0, 0.0, 0.0], [-0.1, 0.0, 0.0], [0.0, 0.0, 0.0], [0.0, 0.0, 0.0], [0.0, 0.0, 0.0], [0.0, 0.0, 0.0], [0.0, 0.0, 0.0], [0.0, 0.0, 0.0], [0.0, 0.0, 0.0], [0.0, 0.0, 0.0], [0.0, 0.0, 0.0], [0.0, 0.0, 0.0], [0.0, 0.0, 0.0], [0.0, 0.0, 0.0], [0.0, 0.0, 0.0], [0.0, 0.0, 0.0], [0.0, 0.0, 0.0], [0.0, 0.0, 0.0], [0.0, 0.0, 0.0], [0.0, 0.0, 0.0], [0.0, 0.0, 0.0], [0.0, 0.0, 0.0], [0.0, 0.0, 0.0], [0.0, 0.0, 0.0], [0.0, 0.0, 0.0], [0.0, 0.0, 0.0], [0.0, 0.0, 0.0], [0.0, 0.0, 0.0], [0.0, 0.0, 0.0], [0.0, 0.0, 0.0], [0.0, 0.0, 0.0], [0.0, 0.0, 0.0], [0.0, 0.0, 0.0], [0.0, 0.0, 0.0], [0.0, 0.0, 0.0], [0.0, 0.0, 0.0], [0.0, 0.0, 0.0], [0.0, 0.0, 0.0], [0.0, 0.0, 0.0], [0.0, 0.0, 0.0], [0.0, 0.0, 0.0], [0.0, 0.0, 0.0], [0.0, 0.0, 0.0], [0.0, 0.0, 0.0], [0.0, 0.0, 0.0], [0.0, 0.0, 0.0], [0.0, 0.0, 0.0], [0.0, 0.0, 0.0], [0.0, 0.0, 0.0], [0.0, 0.0, 0.0], [0.0, 0.0, 0.0], [0.0, 0.0, 0.0], [0.0, 0.0, 0.0], [0.0, 0.0, 0.0], [0.0, 0.0, 0.0], [0.0, 0.0, 0.0], [0.0, 0.0, 0.0], [0.0, 0.0, 0.0], [0.0, 0.0, 0.0], [0.0, 0.0, 0.0], [0.0, 0.0, 0.0], [0.0, 0.0, 0.0], [0.0, 0.0, 0.0], [0.0, 0.0, 0.0], [0.0, 0.0, 0.0], [0.0, 0.0, 0.0], [0.0, 0.0, 0.0], [0.0, 0.0, 0.0], [0.0, 0.0, 0.0], [0.0, 0.0, 0.0], [0.0, 0.0, 0.0], [0.0, 0.0, 0.0], [0.0, 0.0, 0.0], [0.0, 0.0, 0.0], [0.0, 0.0, 0.0], [0.0, 0.0, 0.0], [0.0, 0.0, 0.0], [0.0, 0.0, 0.0], [0.0, 0.0, 0.0], [0.0, 0.0, 0.0], [0.0, 0.0, 0.0], [0.0, 0.0, 0.0]]
}

---

{
  "formula": "C28H55AuN6OSb",
  "method": "wB97M-V/def2-TZVPD",
  "multiplicity": 3,
  "total_charge": 1,
  "lumo_energy_ev": [-1.5, -4.2],
  "homo_energy_ev": [-10.54, -10.52],
  "elements": ["Au", "C", "N", "C", "C", "N", "C", "C", "C", "C", "C", "C", "N", "C", "N", "C", "C", "N", "C", "C", "N", "C", "C", "H", "H", "H", "H", "H", "H", "H", "H", "H", "H", "H", "H", "H", "H", "H", "H", "H", "H", "H", "H", "H", "H", "H", "H", "H", "H", "H", "H", "O", "C", "C", "C", "C", "Sb", "C", "C", "C", "C", "C", "C", "C", "C", "H", "H", "H", "H", "H", "H", "H", "H", "H", "H", "H", "H", "H", "H", "H", "H", "H", "H", "H", "H", "H", "H", "H", "H", "H", "H", "H"],
  "xyz": [[0.444, -0.245, 0.163], [0.794, 2.897, 0.457], [-0.599, 3.186, 0.199], [-0.829, 4.097, -0.927], [-1.602, 2.320, 0.536], [-1.341, 1.076, 0.837], [-2.258, 0.213, 1.472], [-3.025, 0.627, 2.555], [-3.918, -0.233, 3.178], [-4.038, -1.538, 2.734], [-3.235, -1.987, 1.695], [-2.333, -1.142, 1.059], [-1.406, -1.674, 0.132], [-1.744, -2.353, -0.931], [-0.833, -3.179, -1.540], [0.385, -3.540, -0.836], [-0.682, -3.105, -2.992], [-2.975, -2.292, -1.514], [-3.639, -3.457, -2.066], [-3.700, -1.041, -1.537], [-2.851, 2.894, 0.529], [-3.072, 4.181, 1.166], [-4.061, 2.180, 0.182], [1.325, 3.847, 0.523], [1.263, 2.322, -0.357], [0.913, 2.360, 1.388], [0.045, 4.737, -1.027], [-1.695, 4.733, -0.770], [-0.959, 3.544, -1.861], [-2.920, 1.647, 2.908], [-4.513, 0.115, 4.012], [-4.734, -2.214, 3.213], [-3.281, -3.023, 1.377], [0.151, -3.692, 0.209], [1.159, -2.763, -0.905], [0.777, -4.467, -1.255], [-1.645, -3.055, -3.490], [-0.165, -4.000, -3.334], [-0.094, -2.226, -3.273], [-3.018, -4.338, -1.927], [-3.846, -3.332, -3.132], [-4.590, -3.613, -1.551], [-2.981, -0.232, -1.411], [-4.472, -0.983, -0.765], [-4.172, -0.926, -2.516], [-2.125, 4.632, 1.448], [-3.681, 4.050, 2.066], [-3.606, 4.860, 0.497], [-3.820, 1.271, -0.352], [-4.662, 2.816, -0.472], [-4.658, 1.922, 1.060], [0.062, 0.167, -1.752], [-0.163, -0.438, 4.802], [1.048, 0.286, 4.213], [0.605, 1.696, 3.825], [2.164, 0.394, 5.249], [1.695, -0.818, 2.425], [3.774, -0.303, 1.994], [3.841, 1.222, 1.919], [4.113, -0.879, 0.618], [4.767, -0.815, 3.034], [1.717, -2.909, 3.095], [2.285, -3.060, 4.508], [0.292, -3.454, 3.069], [2.601, -3.710, 2.136], [-0.581, 0.188, 5.598], [0.090, -1.395, 5.252], [-0.953, -0.594, 4.061], [0.299, 2.220, 4.737], [-0.249, 1.679, 3.145], [1.407, 2.281, 3.377], [1.760, 0.879, 6.144], [2.987, 1.016, 4.892], [2.571, -0.571, 5.550], [3.185, 1.616, 1.140], [4.864, 1.522, 1.668], [3.586, 1.698, 2.868], [3.374, -0.603, -0.139], [4.204, -1.965, 0.631], [5.077, -0.472, 0.298], [4.629, -0.345, 4.008], [5.783, -0.583, 2.698], [4.712, -1.893, 3.166], [1.643, -2.627, 5.273], [3.281, -2.633, 4.614], [2.366, -4.131, 4.725], [-0.359, -2.947, 3.779], [0.320, -4.513, 3.346], [-0.177, -3.366, 2.091], [3.656, -3.482, 2.279], [2.361, -3.551, 1.085], [2.467, -4.776, 2.346]],
  "atomic_forces_ev_per_a": [[0.2, -0.3, 0.0], [0.1, 0.0, -0.3], [-0.1, 0.1, -0.1], [0.0, 0.0, 0.0], [0.0, 0.0, 0.2], [-0.1, 0.0, -0.2], [0.1, -0.2, -0.1], [-0.1, 0.0, 0.1], [0.1, 0.2, 0.0], [0.0, -0.1, -0.1], [-0.1, 0.0, 0.1], [0.2, 0.1, 0.0], [-0.1, 0.3, 0.1], [0.1, -0.1, -0.1], [0.0, 0.1, 0.1], [-0.2, 0.1, -0.1], [0.0, 0.0, 0.0], [0.1, 0.0, 0.1], [0.0, 0.0, 0.0], [0.0, 0.0, 0.0], [0.1, -0.1, 0.0], [-0.1, 0.0, 0.0], [0.0, 0.0, 0.0], [0.0, 0.0, 0.1], [-0.1, 0.0, 0.1], [-0.1, 0.0, 0.0], [0.0, 0.0, 0.0], [0.0, 0.0, 0.0], [0.0, 0.0, 0.0], [0.0, 0.0, 0.0], [0.0, 0.0, 0.0], [0.0, 0.0, 0.0], [0.0, 0.0, 0.0], [0.0, -0.1, 0.1], [0.0, 0.0, -0.1], [0.0, 0.0, 0.0], [0.0, 0.0, 0.0], [0.0, 0.0, 0.0], [0.0, 0.0, 0.0], [0.0, 0.0, 0.0], [0.0, 0.0, 0.0], [0.0, 0.0, 0.0], [-0.1, 0.0, 0.0], [0.0, 0.0, 0.0], [0.0, 0.0, 0.0], [0.0, 0.0, 0.0], [0.0, 0.0, 0.0], [0.0, 0.0, 0.0], [0.0, 0.0, 0.0], [0.0, 0.0, 0.0], [0.0, 0.0, 0.0], [0.1, 0.0, 0.2], [0.0, 0.0, 0.0], [0.0, 0.0, -0.1], [0.0, 0.0, 0.0], [0.1, 0.0, 0.0], [0.0, 0.0, 0.1], [0.0, 0.0, 0.1], [0.0, 0.0, 0.0], [0.0, 0.1, 0.0], [0.0, 0.0, 0.0], [0.1, 0.1, 0.0], [0.0, 0.0, 0.0], [-0.1, 0.0, 0.0], [0.0, 0.0, 0.0], [0.0, 0.0, 0.0], [0.0, 0.0, 0.0], [0.0, 0.0, 0.0], [0.0, 0.0, 0.0], [0.0, 0.0, 0.0], [0.0, 0.0, 0.0], [0.0, 0.0, 0.0], [0.0, 0.0, 0.0], [0.0, 0.0, 0.0], [0.0, 0.0, 0.0], [0.0, 0.0, 0.0], [0.0, 0.0, 0.0], [0.0, 0.0, 0.0], [0.0, 0.0, 0.0], [0.0, 0.0, 0.0], [0.0, 0.0, 0.0], [0.0, 0.0, 0.0], [0.0, 0.0, 0.0], [0.0, 0.0, 0.0], [0.0, 0.0, 0.0], [0.0, 0.0, 0.0], [0.0, 0.0, 0.0], [0.0, 0.0, 0.0], [0.0, 0.0, 0.0], [0.0, 0.0, 0.0], [-0.1, 0.0, -0.1], [0.0, 0.0, 0.0]]
}